# 1
43
Properties=species:S:1:pos:R:3:forces:R:3:mulliken_charge:R:1 method="wB97M-V/def2-TZVPD" de_lowest_kcal_mol=65.8 homo_energy_ev="-7.590 / -7.591" e_tot_ev=-274942.308 molar_mass_g_mol=620.9 total_charge=0 orbital_gap_ev="5.155 / 5.087" multiplicity=2
Fe -0.043 0.526 -0.055 0.108 -2.350 1.599 1.079
N 2.134 0.436 0.840 -1.331 0.060 -0.750 -0.219
C 2.077 -0.173 2.167 -0.191 -0.036 0.267 -0.450
C 0.824 -1.009 2.351 -0.259 0.571 -0.014 0.407
O 0.486 -1.387 3.464 0.198 -0.141 -0.126 -0.666
N 0.133 -1.238 1.196 1.211 2.385 -1.661 0.142
C -0.999 -2.045 1.253 -2.056 0.360 -0.689 -0.605
C -2.303 -1.108 0.986 1.538 -3.086 1.991 0.612
O -3.306 -1.477 1.550 -0.859 0.749 -0.337 -0.658
O -2.066 -0.153 0.212 1.516 2.707 -1.895 -0.630
H 2.710 1.266 0.858 -0.075 0.159 -0.130 0.226
H 2.582 -0.221 0.188 0.196 -0.139 -0.466 -0.068
H 2.933 -0.827 2.359 0.025 0.073 -0.097 0.373
H 2.065 0.593 2.941 0.036 0.030 -0.023 0.236
H -1.055 -2.726 0.397 0.214 -0.195 0.114 0.258
H -1.115 -2.582 2.191 -0.001 0.090 -0.061 0.384
Br -2.039 5.313 -4.427 0.069 -0.154 0.161 -0.139
C -1.244 4.103 -3.215 -0.052 0.114 -0.087 0.095
C -1.104 4.445 -1.879 0.075 0.029 -0.107 -0.795
C -0.528 3.513 -1.038 0.074 0.143 0.242 -0.213
N -0.080 2.330 -1.456 -0.452 -0.953 0.851 -0.327
C -0.195 2.018 -2.753 -0.018 0.093 -0.148 0.828
C -0.798 2.874 -3.665 0.152 0.019 0.052 -0.741
C 0.320 0.696 -3.149 0.027 0.032 -0.286 0.629
C 0.804 0.440 -4.419 -0.128 0.144 0.195 -0.747
C 1.227 -0.850 -4.708 0.033 -0.264 -0.060 0.096
Br 1.903 -1.238 -6.426 -0.057 0.034 0.185 -0.154
C 1.156 -1.832 -3.743 -0.057 0.188 -0.277 -0.695
C 0.687 -1.468 -2.489 0.058 -0.245 0.407 -0.586
N 0.278 -0.241 -2.197 -0.137 0.143 1.617 0.099
H -1.437 5.402 -1.508 -0.003 -0.028 0.047 0.427
H -0.407 3.714 0.019 -0.083 -0.002 -0.029 0.471
H -0.936 2.576 -4.693 0.048 0.004 -0.003 0.521
H 0.878 1.225 -5.158 -0.033 -0.001 0.013 0.513
H 1.496 -2.838 -3.931 0.012 0.003 0.061 0.432
H 0.642 -2.190 -1.687 0.078 -0.005 -0.006 0.451
Br 3.653 -1.440 -1.472 -0.112 0.154 0.177 -0.775
C -1.677 1.071 4.016 -0.177 -0.258 0.282 -1.112
C -1.046 1.491 2.790 0.069 0.301 -0.196 0.638
N -0.553 1.837 1.811 0.249 -0.789 -0.642 -0.330
H -2.732 0.867 3.833 0.024 0.018 -0.060 0.298
H -1.574 1.837 4.783 0.027 0.056 -0.061 0.406
H -1.195 0.152 4.354 0.043 -0.015 -0.051 0.291

# 2
46
Properties=species:S:1:pos:R:3:forces:R:3:mulliken_charge:R:1 method="wB97M-V/def2-TZVPD" homo_energy_ev=-5.382 e_tot_ev=-150125.306 molar_mass_g_mol=756.8 total_charge=-1 orbital_gap_ev=7.289
Tl 0.094 -0.081 0.029 -0.427 0.355 0.944 1.093
O 5.799 -1.180 2.926 0.043 0.021 -0.047 -0.542
C 4.665 -0.660 2.398 -0.016 0.002 -0.004 1.095
C 3.427 -0.768 3.016 -0.005 -0.046 0.086 -0.968
C 2.336 -0.227 2.372 -0.036 0.035 -0.075 -0.903
N 2.398 0.403 1.192 0.082 -0.054 0.079 -0.109
C 3.601 0.541 0.650 -0.066 -0.145 0.289 0.117
Br 3.789 1.559 -0.916 -0.163 -0.009 -0.134 -0.106
C 4.760 0.021 1.198 0.123 0.035 -0.066 -0.597
H 5.585 -1.659 3.732 -0.016 -0.031 0.052 0.291
H 3.310 -1.284 3.963 -0.027 0.039 -0.045 0.302
H 1.346 -0.321 2.805 0.057 0.002 -0.001 0.938
H 5.713 0.137 0.703 -0.028 0.006 0.023 0.428
S -2.385 0.161 0.680 0.206 0.102 -0.111 -0.417
C -2.650 -1.549 0.444 -0.019 -0.005 0.043 0.488
C -3.844 -1.962 -0.152 -0.031 -0.011 0.013 -0.929
C -4.148 -3.300 -0.332 -0.041 -0.047 -0.044 0.645
C -5.412 -3.673 -0.911 0.010 0.004 0.028 -0.183
N -6.431 -3.957 -1.362 0.102 0.041 0.039 -0.557
C -3.211 -4.274 0.052 -0.047 -0.091 -0.004 0.580
C -2.005 -3.876 0.601 0.029 0.002 0.030 -0.894
C -1.705 -2.530 0.831 -0.078 -0.014 -0.006 0.741
S -0.175 -2.140 1.572 0.106 0.117 -0.065 -0.459
C -3.493 -5.676 -0.115 -0.014 0.059 -0.012 -0.175
N -3.724 -6.796 -0.237 0.046 0.088 0.024 -0.560
H -4.557 -1.213 -0.469 0.015 0.005 -0.006 0.487
H -1.274 -4.626 0.871 -0.002 0.007 -0.012 0.498
O 1.260 -1.086 -3.687 -0.034 0.053 0.015 -0.770
S 0.832 -0.802 -2.345 0.144 -0.406 -0.614 1.064
O -0.450 -1.443 -1.925 0.084 -0.039 -0.341 -0.572
O 1.835 -1.154 -1.284 0.063 0.090 -0.108 -0.608
O 0.581 0.697 -2.118 0.054 0.053 0.137 -0.488
C -1.598 2.837 -1.700 0.030 -0.083 0.050 -1.142
P -0.258 3.359 -0.624 0.030 0.123 -0.055 1.306
C -0.834 4.894 0.136 0.011 -0.036 0.015 -1.243
C 1.075 3.816 -1.736 0.005 -0.072 -0.036 -1.144
O 0.160 2.390 0.451 -0.145 -0.213 -0.212 -0.758
H -1.843 3.643 -2.396 0.008 -0.023 0.053 0.414
H -2.469 2.578 -1.100 -0.055 -0.009 -0.010 0.314
H -1.266 1.955 -2.252 -0.032 0.034 0.024 0.325
H -1.183 5.605 -0.617 0.029 -0.046 0.048 0.355
H -0.023 5.337 0.715 -0.032 -0.007 -0.008 0.357
H -1.654 4.643 0.811 0.014 0.055 -0.011 0.330
H 0.764 4.625 -2.400 0.021 -0.043 0.034 0.386
H 1.319 2.921 -2.315 0.012 0.063 0.019 0.248
H 1.946 4.116 -1.154 -0.011 0.037 -0.016 0.322